Record 1
Density functional theory data (wB97M-V/def2-TZVPD) for a 2-piece molecular cluster, C3H7O3 overall at a distorted geometry.

Calculated values
Calculated total energy, Ha: -344.2229
E_LUMO, Eh: 0.125
Kohn-Sham gap, eV: 6.7
Net charge: -1

Atoms and positions in Å:
C -1.367 -1.909 0.185
O -1.151 -2.871 1.193
H -1.706 -2.505 1.846
H -1.784 -0.938 0.564
H -0.407 -1.930 -0.350
H -2.171 -2.384 -0.465
C 1.605 1.845 0.125
C 0.637 1.521 -1.117
O 1.390 0.931 -1.922
O -0.455 2.019 -1.126
H 1.392 1.237 0.937
H 1.365 3.012 0.370
H 2.652 1.972 -0.240

Force components x, y, z for each atom (eV/Å):
-0.87 -0.98 -1.87
0.44 -0.20 0.46
-0.79 -0.23 1.94
1.03 -0.67 -0.47
-0.62 1.12 -0.23
0.86 1.00 0.13
-0.57 5.19 -1.58
5.28 0.18 1.45
-1.32 -1.04 -1.80
-2.99 0.34 -0.48
0.10 -1.11 1.77
0.18 -2.58 0.13
-0.72 -1.04 0.55

Results of the Löwdin charge analysis, in e, for atoms 1 through 4:
1. C -0.165
2. O -0.137
3. H 0.031
4. H 0.098

***

Record 2
Density functional theory data (wB97M-V/def2-TZVPD) for one molecule with the formula C5H6O.

Calculated values
Calculated total energy, Ha: -269.2887
E_LUMO, Eh: 0.033
Kohn-Sham gap, eV: 10.6
SMILES string: C#CCC(C)=O

Atoms and positions in Å:
C 0.674 -0.528 2.331
C -0.130 -0.167 1.511
C -1.015 0.351 0.465
C -0.180 0.743 -0.762
C 0.520 -0.374 -1.501
O -0.076 1.903 -1.086
H 1.389 -0.828 3.064
H -1.767 -0.398 0.185
H -1.533 1.249 0.814
H 0.862 -0.005 -2.469
H -0.132 -1.243 -1.633
H 1.388 -0.703 -0.917

Force components x, y, z for each atom (eV/Å):
-0.33 0.15 -0.33
0.39 -0.14 0.36
-0.04 0.08 0.04
0.08 0.24 -0.12
0.03 0.02 -0.08
-0.11 -0.44 0.08
-0.15 0.00 -0.11
0.17 0.08 0.04
0.07 -0.13 -0.03
-0.04 -0.06 0.14
0.06 0.14 0.05
-0.14 0.06 -0.04

Results of the Löwdin charge analysis, in e, for atoms 1 through 4:
1. C 0.118
2. C -0.143
3. C -0.138
4. C -0.447